#a
Computed, not measured: an isolated ion of composition C4H8N3 and charge +1, with ωB97M-V/def2-TZVPD.

Computed properties:
**Net charge**: +1
**Kohn-Sham gap**: 0.304 Eh
**Structure (SMILES)**: C=N/N=C\[NH+]=C\C

Element x y z (Å)
C -1.40 1.57 -0.82
C 0.73 2.15 1.76
C -0.38 -0.53 -0.19
C 0.32 -1.81 -0.36
N -1.07 2.33 0.18
N -0.37 2.04 1.18
N -0.88 0.27 -1.04
H -1.89 2.16 -1.63
H 1.02 1.78 2.82
H 1.61 2.40 1.19
H -0.49 -0.39 0.91
H 0.51 -2.19 -1.41
H -0.39 -2.62 0.16
H 1.20 -1.77 0.18
H -0.80 0.05 -1.95

#b
Computed, not measured: an isolated ion of composition C4H8N3 and charge +1, with ωB97M-V/def2-TZVPD.

Computed properties:
**Net charge**: +1
**Kohn-Sham gap (alpha / beta)**: 0.319 / 0.329 Eh

Element x y z (Å)
C -0.16 -0.48 0.03
C 0.95 1.14 1.97
C 0.38 -0.25 2.23
C -0.72 -0.79 -2.32
N -0.11 -0.90 1.26
N -0.62 -1.21 -0.96
N 0.94 1.49 0.65
H -0.89 -2.17 -0.75
H 0.43 1.80 2.68
H 1.99 1.01 2.31
H 0.42 -0.67 3.22
H -1.76 -0.86 -2.66
H -0.37 0.24 -2.43
H -0.12 -1.44 -2.96
H 0.25 2.17 0.36

Most stable pick: #a. Distance to second place: 4.6 kcal/mol.

#a
Computed, not measured: a 2-piece molecular cluster, C7H14O2 overall, with ωB97M-V/def2-TZVPD.

Computed properties:
**Net charge**: 0
**Kohn-Sham gap**: 0.386 Eh
**Structure (SMILES)**: C1CCOC1.CC(C)=O

Element x y z (Å)
O 0.87 0.52 -0.40
C 1.23 0.54 0.99
C -0.11 1.52 -0.65
C 0.66 1.83 1.56
C -0.61 1.99 0.71
H 0.80 -0.34 1.50
H 2.34 0.47 1.07
H 0.35 2.36 -1.21
H -0.91 1.09 -1.29
H 0.47 1.78 2.64
H 1.35 2.68 1.37
H -1.01 3.02 0.70
H -1.40 1.32 1.09
O -1.55 -1.07 0.42
C -0.80 -1.60 -0.39
C -0.97 -1.43 -1.88
C 0.36 -2.46 0.05
H -1.84 -0.79 -2.09
H -1.12 -2.41 -2.36
H -0.07 -0.96 -2.32
H 0.25 -3.48 -0.35
H 1.31 -2.04 -0.31
H 0.40 -2.52 1.15

#b
Computed, not measured: a 3-piece molecular cluster, C7H14O2 overall, with ωB97M-V/def2-TZVPD.

Computed properties:
**Net charge**: 0
**Kohn-Sham gap**: 0.281 Eh

Element x y z (Å)
C 0.23 0.14 0.67
C 0.38 0.26 -0.72
C 2.22 -0.60 0.53
C -0.62 -0.90 1.35
C 0.20 -0.86 -1.71
C -1.49 1.34 -0.80
C -2.72 0.85 -0.79
O 0.49 1.26 1.42
O 3.06 0.51 0.57
H -0.23 1.41 2.05
H 2.68 1.14 1.20
H 0.99 1.10 -1.03
H 2.20 -1.15 1.48
H 2.52 -1.27 -0.27
H -1.34 2.39 -1.07
H -0.13 -1.24 2.27
H -1.58 -0.47 1.63
H -0.80 -1.76 0.71
H 1.12 -1.00 -2.28
H -0.60 -0.61 -2.41
H -0.05 -1.81 -1.23
H -3.61 1.45 -1.04
H -2.94 -0.19 -0.53

#c
Computed, not measured: one molecule with the formula C7H14O2, with ωB97M-V/def2-TZVPD.

Computed properties:
**Net charge**: 0
**Kohn-Sham gap**: 0.363 Eh
**Structure (SMILES)**: C=C(O)C(C)(C)[C@@H](C)O

Element x y z (Å)
C -0.08 -0.17 0.33
C -1.13 0.16 -0.70
C 0.41 0.88 1.32
C -0.39 -1.48 1.04
C -2.08 1.23 0.15
C 1.36 -0.41 -0.69
C 2.07 -1.49 -0.98
O -0.77 0.69 -1.92
O 1.75 0.84 -1.19
H 0.03 1.24 -1.81
H 2.56 0.74 -1.72
H -1.77 -0.70 -0.89
H 0.57 1.84 0.84
H -0.28 0.99 2.16
H -1.13 -1.31 1.82
H -0.76 -2.23 0.35
H 0.51 -1.87 1.50
H -2.33 0.95 1.17
H -1.63 2.21 0.08
H -3.01 1.25 -0.41
H 1.35 0.54 1.75
H 1.78 -2.46 -0.61
H 2.96 -1.44 -1.60

#d
Computed, not measured: one molecule with the formula C7H14O2, with ωB97M-V/def2-TZVPD.

Computed properties:
**Net charge**: 0
**Kohn-Sham gap**: 0.361 Eh
**Structure (SMILES)**: C[C@H](CO)C(C)(C)C=O

Element x y z (Å)
C -0.08 -0.58 0.51
C 0.44 0.85 0.05
C 0.66 0.68 -1.59
C 1.01 -1.65 0.61
C -1.35 -1.10 -0.16
C -0.44 2.09 0.17
C -0.36 -0.05 1.92
O 1.24 -0.50 -2.08
O -1.50 0.15 2.36
H 0.55 -1.02 -2.51
H 1.45 1.03 0.44
H -0.31 0.84 -2.08
H 1.33 1.50 -1.86
H 0.51 -0.04 2.59
H 0.69 -2.44 1.30
H -2.07 -0.30 -0.34
H 1.25 -2.10 -0.35
H 1.94 -1.24 1.02
H -1.84 -1.82 0.50
H -1.13 -1.57 -1.12
H -0.06 2.92 -0.44
H -0.46 2.46 1.20
H -1.47 1.89 -0.14

Most stable pick: #a. Distance to second place: 16.8 kcal/mol.

#a
Computed, not measured: a 2-piece molecular cluster, H4OS2 overall, with ωB97M-V/def2-TZVPD.

Computed properties:
**Net charge**: 0
**Kohn-Sham gap**: 0.366 Eh
**Structure (SMILES)**: SS.O

Element x y z (Å)
O 0.13 -1.93 2.36
H -0.45 -1.40 2.96
H -0.37 -1.95 1.51
S 0.85 0.45 -1.45
S 0.45 2.34 -2.15
H 0.05 0.42 -0.36
H -0.66 2.08 -2.87

#b
Computed, not measured: a 2-piece molecular cluster, H4OS2 overall, with ωB97M-V/def2-TZVPD.

Computed properties:
**Net charge**: 0
**Kohn-Sham gap**: 0.342 Eh
**Structure (SMILES)**: SS.O

Element x y z (Å)
S 1.98 0.10 -0.39
S 1.66 2.15 -0.05
H 0.92 -0.28 0.35
H 1.79 2.05 1.28
H -2.79 -1.13 -0.08
H -1.49 -1.80 -0.41
O -2.07 -1.09 -0.71

Most stable pick: #a. Distance to second place: 1.9 kcal/mol.

#a
Computed, not measured: a 2-piece molecular cluster, C4H6ClF overall, with ωB97M-V/def2-TZVPD.

Computed properties:
**Net charge**: 0
**Kohn-Sham gap (alpha / beta)**: 0.315 / 0.315 Eh

Element x y z (Å)
C 0.82 -0.74 0.26
C -0.18 0.04 0.04
C -1.57 0.06 -0.32
C 0.55 2.39 0.19
F 1.93 2.33 -0.04
Cl 0.29 2.57 1.96
H 1.87 -0.35 0.34
H 0.69 -1.71 0.61
H -1.86 0.44 -1.31
H -2.00 -0.89 -0.19
H -1.90 0.79 0.40
H 0.20 3.29 -0.26

#b
Computed, not measured: one molecule with the formula C4H6ClF, with ωB97M-V/def2-TZVPD.

Computed properties:
**Net charge**: 0
**Kohn-Sham gap**: 0.377 Eh
**Structure (SMILES)**: CC/C(Cl)=C/F

Element x y z (Å)
C -1.43 0.04 -0.15
C -0.24 -0.95 0.11
C 1.08 -0.24 0.08
C 1.27 1.08 0.13
H -1.22 0.85 -0.93
H -1.60 0.63 0.71
H -2.39 -0.47 -0.51
H -0.30 -1.77 -0.61
H -0.51 -1.40 1.05
H 0.41 1.79 0.28
F 2.41 1.66 -0.09
Cl 2.51 -1.22 -0.06

Most stable pick: #b. Distance to second place: 81.5 kcal/mol.

#a
Computed, not measured: a 2-piece molecular cluster, C12H16N2O overall, with ωB97M-V/def2-TZVPD.

Computed properties:
**Net charge**: 0
**Kohn-Sham gap**: 0.332 Eh
**Structure (SMILES)**: Cc1c[nH]c2ccccc12.CCC(N)=O

Element x y z (Å)
C 1.89 -0.34 1.14
C 1.65 -0.83 2.56
C 2.25 1.15 1.11
O 3.35 1.51 1.69
N 1.62 2.15 0.39
H 2.61 -0.84 0.55
H 0.92 -0.63 0.61
H 0.88 -0.68 3.30
H 2.12 3.10 0.32
H 0.63 2.16 0.08
H 2.63 -0.76 3.04
H 1.62 -2.00 2.61
C -0.15 1.01 -3.06
C -1.78 -0.13 -0.01
C -0.98 -0.26 -1.14
C -1.00 1.04 -1.85
C -1.83 1.87 -1.17
C -2.17 -1.00 0.95
C -1.69 -2.26 0.73
C -0.30 -1.52 -1.25
C -0.77 -2.50 -0.34
N -2.20 1.24 0.03
H -3.15 1.39 0.38
H -2.98 -0.86 1.57
H -2.36 2.84 -1.33
H -1.60 -3.10 1.48
H 0.58 -1.55 -1.91
H 0.12 0.02 -3.50
H 0.84 1.54 -2.79
H -0.06 -3.38 -0.38
H -0.70 1.64 -3.82

#b
Computed, not measured: a 2-piece molecular cluster, C12H16N2O overall, with ωB97M-V/def2-TZVPD.

Computed properties:
**Net charge**: 0
**Kohn-Sham gap**: 0.311 Eh
**Structure (SMILES)**: Cc1c[nH]c2ccccc12.CCC(N)=O

Element x y z (Å)
C -2.12 0.66 -1.44
C -0.03 1.94 -0.65
C -0.81 1.14 -1.45
C 1.36 1.77 -0.86
C 0.23 0.57 -2.18
C 0.56 3.68 0.98
C 2.06 3.58 0.59
C -0.40 2.90 0.35
C 2.37 2.70 -0.38
N 1.49 0.85 -1.84
H 0.20 4.62 1.47
H 2.79 4.16 0.99
H -1.38 2.82 0.72
H 3.27 2.74 -0.96
H -2.70 0.83 -2.47
H -2.82 0.95 -0.63
H -0.10 -0.24 -2.92
H 2.27 0.56 -2.30
H -2.12 -0.32 -1.18
C 0.17 -3.64 0.89
C 0.58 -3.13 2.33
C -1.11 -3.09 0.17
O -1.09 -3.42 -0.99
N -1.94 -2.21 0.89
H 1.12 -3.35 0.25
H 0.11 -4.80 0.92
H 0.48 -4.19 2.76
H -0.09 -2.37 2.81
H -2.25 -1.43 0.34
H -1.59 -1.77 1.62
H 1.49 -2.49 2.19

#c
Computed, not measured: a 2-piece molecular cluster, C12H16N2O overall, with ωB97M-V/def2-TZVPD.

Computed properties:
**Net charge**: 0
**Kohn-Sham gap**: 0.331 Eh
**Structure (SMILES)**: CCc1c[nH]cn1.Cc1ccc(O)cc1

Element x y z (Å)
C 1.24 -0.20 -2.71
C 0.97 0.86 -3.81
C -0.03 -0.90 -2.32
C -0.24 -2.23 -2.12
C -2.12 -1.14 -1.95
N -1.24 -0.24 -2.26
N -1.57 -2.36 -1.81
H 1.95 -0.95 -3.04
H 1.60 0.33 -1.83
H 1.80 1.05 -4.47
H 0.51 -2.99 -1.99
H -3.17 -0.95 -1.80
H -2.03 -3.19 -1.48
H 0.74 1.78 -3.28
H 0.06 0.62 -4.36
C 2.90 1.66 1.30
C 1.38 -0.14 2.28
C 1.60 1.17 1.85
C 0.14 -0.55 2.69
C 0.53 2.05 1.93
C -0.96 0.31 2.71
C -0.74 1.62 2.32
O -2.20 -0.24 2.82
H 2.25 -0.76 2.46
H 0.06 -1.51 3.17
H 2.93 2.75 1.28
H 3.09 1.32 0.28
H 0.71 3.11 1.78
H -1.51 2.35 2.53
H -2.90 0.43 2.69
H 3.79 1.31 1.83

Most stable pick: #c. Distance to second place: 37.9 kcal/mol.

#a
Computed, not measured: a 2-piece molecular cluster, C3H6NO overall, with ωB97M-V/def2-TZVPD.

Computed properties:
**Net charge**: +1
**Kohn-Sham gap (alpha / beta)**: 0.282 / 0.281 Eh

Element x y z (Å)
C 1.97 -0.08 -2.49
C -0.38 0.22 0.77
C -1.45 -0.02 1.87
N -0.37 -0.23 -0.38
O -0.11 -0.47 -1.45
H 2.76 -0.81 -2.45
H 2.18 0.74 -3.11
H 0.38 0.87 1.00
H -0.74 -0.38 2.72
H -2.24 -0.69 1.56
H -2.00 0.86 1.96

#b
Computed, not measured: an isolated ion of composition C3H6NO and charge +1, with ωB97M-V/def2-TZVPD.

Computed properties:
**Net charge**: +1
**Kohn-Sham gap**: 0.418 Eh
**Structure (SMILES)**: C1O[C@@H]2[NH2+][C@H]12

Element x y z (Å)
C 1.30 0.54 0.01
C -0.19 0.41 0.42
C -0.10 -1.07 0.51
N -0.89 -0.47 -0.55
O 1.54 -0.89 -0.07
H 1.51 0.90 -0.95
H 1.98 1.03 0.82
H -0.81 1.21 0.75
H -0.44 -2.01 0.87
H -1.94 -0.55 -0.32
H -0.61 -0.50 -1.47

Most stable pick: #b. Distance to second place: 112.1 kcal/mol.